A molecular structure, C48H47FN4O3P2PdTe, computed with the ωB97M-V functional and the def2-TZVPD basis.

Geometry as XYZ:
```
107
Properties=species:S:1:pos:R:3:mulliken_spin:R:1
Pd -0.676 -0.869 0.871 0.97
Te -5.520 -0.554 0.455 0.93
C -6.551 -0.743 -1.450 -0.03
C -6.119 -1.730 -2.394 0.03
C -6.942 -1.904 -3.480 -0.01
N -8.066 -1.229 -3.692 0.03
C -8.491 -0.367 -2.779 -0.01
C -7.772 -0.100 -1.591 0.00
C -3.671 -0.668 -0.333 0.02
P -2.388 0.469 -0.120 0.24
C -2.035 1.252 -1.655 -0.01
C -0.709 1.316 -2.047 0.06
C -0.340 2.206 -3.093 0.00
C -1.316 2.912 -3.741 0.01
C -2.677 2.665 -3.467 0.00
C -3.041 1.913 -2.372 -0.02
C -2.625 1.693 1.229 0.08
C -3.153 2.983 1.010 0.01
C -3.178 3.924 1.992 0.00
C -2.800 3.578 3.299 0.01
C -2.409 2.248 3.554 0.01
C -2.212 1.371 2.530 0.04
P -2.450 -1.961 -0.003 0.26
C -2.927 -3.348 1.057 0.05
C -3.574 -4.477 0.527 -0.01
C -3.805 -5.560 1.409 0.00
C -3.472 -5.511 2.750 0.00
C -2.856 -4.370 3.280 0.01
C -2.563 -3.297 2.434 0.07
C -1.821 -2.622 -1.578 0.01
C -2.226 -2.041 -2.736 0.03
C -1.834 -2.669 -3.968 -0.01
C -1.063 -3.839 -3.962 0.04
C -0.612 -4.395 -2.735 -0.02
C -0.959 -3.765 -1.549 0.06
H -5.159 -2.230 -2.320 0.01
H -6.777 -2.692 -4.179 0.00
H -9.471 0.089 -2.958 0.00
H -8.205 0.473 -0.770 0.00
H -0.033 0.604 -1.568 -0.02
H 0.694 2.414 -3.272 0.00
H -1.056 3.647 -4.523 0.00
H -3.431 3.187 -4.037 0.00
H -4.107 1.923 -2.037 0.01
H -3.552 3.274 0.038 0.00
H -3.680 4.874 1.895 0.00
H -2.708 4.345 4.058 0.00
H -2.188 1.991 4.616 0.00
H -1.674 0.391 2.669 -0.02
H -3.772 -4.578 -0.513 0.00
H -4.371 -6.390 1.051 0.00
H -3.542 -6.400 3.411 0.00
H -2.680 -4.309 4.372 0.00
H -2.094 -2.361 2.821 -0.02
H -2.889 -1.217 -2.747 0.01
H -2.194 -2.381 -4.913 0.00
H -0.746 -4.353 -4.918 0.00
H 0.028 -5.279 -2.743 0.00
H -0.637 -4.083 -0.567 0.00
C 6.132 -4.145 1.721 0.03
C 5.601 -3.760 0.326 -0.05
C 6.722 -3.301 -0.631 0.01
C 7.067 -1.856 -0.437 -0.01
C 5.844 -0.912 -0.492 0.08
C 5.931 0.441 -0.847 -0.06
C 4.796 1.289 -0.777 0.11
F 4.870 2.566 -1.213 0.02
C 3.580 0.796 -0.296 0.04
C 3.495 -0.548 0.112 -0.01
C 2.296 -0.978 0.749 0.12
O 1.371 -0.097 0.765 0.26
C 2.257 -2.313 1.307 0.07
C 3.304 -3.170 1.020 -0.07
N 4.528 -2.731 0.516 0.30
C 4.629 -1.398 0.004 0.07
C 1.022 -2.872 1.978 0.07
O 0.747 -4.059 1.862 0.04
O 0.303 -1.930 2.534 0.08
H 6.696 -5.069 1.591 0.00
H 5.318 -4.304 2.445 0.00
H 6.817 -3.421 2.113 0.00
H 5.193 -4.680 -0.159 0.01
H 6.403 -3.497 -1.697 0.00
H 7.471 -4.060 -0.417 0.00
H 7.892 -1.554 -1.067 0.00
H 7.368 -1.737 0.585 0.01
H 6.832 0.874 -1.290 0.00
H 2.725 1.389 -0.131 0.01
H 3.144 -4.231 1.268 0.01
C 1.607 7.029 1.948 0.00
C 2.579 6.004 1.392 0.00
C 3.944 6.213 2.077 0.00
C 2.733 6.174 -0.163 0.00
N 2.139 4.588 1.477 0.01
N 2.203 4.023 2.786 0.00
H 1.804 8.000 1.386 0.00
H 1.720 7.274 3.001 0.00
H 0.549 6.840 1.799 0.00
H 4.074 7.267 2.279 0.00
H 4.788 5.903 1.483 0.00
H 3.979 5.661 3.016 0.00
H 3.080 7.210 -0.404 0.00
H 1.863 5.838 -0.732 0.00
H 3.594 5.538 -0.483 0.00
H 2.684 4.014 0.849 0.00
H 1.302 3.544 2.852 0.00
H 2.097 4.698 3.477 0.00
```

LUMO energy (alpha / beta) = -5.96 / -9.06 eV
charge = +2
highest occupied orbital energy (alpha / beta) = -0.4011 / -0.4206 Eh
spin multiplicity = 5
max |F| = 3.18 eV Å⁻¹
orbital gap (alpha / beta) = 4.96 / 2.38 eV



A molecular structure, C48H47N9O6Re, computed with the ωB97M-V functional and the def2-TZVPD basis.

Geometry as XYZ:
```
111
Properties=species:S:1:pos:R:3:mulliken_spin:R:1
Re 0.039 -0.219 0.489 2.44
C -0.474 -6.589 -4.401 0.00
O -0.858 -5.528 -3.549 0.00
C -2.154 -5.443 -3.145 0.00
C -3.185 -6.300 -3.504 0.00
C -4.456 -6.111 -2.989 0.00
C -4.714 -5.062 -2.121 0.00
C -3.706 -4.182 -1.771 0.00
C -2.424 -4.364 -2.274 0.00
N -1.359 -3.477 -2.058 0.01
C -1.146 -2.628 -1.031 -0.07
N -1.759 -2.944 0.131 0.04
C -2.318 -2.059 1.043 0.02
C -1.916 -0.721 1.149 -0.14
C -2.777 0.117 1.865 0.09
C -3.881 -0.367 2.543 0.00
C -4.169 -1.726 2.554 0.03
C -3.398 -2.587 1.794 -0.03
O -3.604 -3.924 1.662 0.00
C -4.537 -4.555 2.523 0.00
N -0.373 -1.555 -1.138 0.07
C 0.263 -1.359 -2.395 0.03
C -0.051 -0.257 -3.177 -0.01
C 0.548 -0.072 -4.413 0.00
C 1.477 -0.988 -4.868 0.00
C 1.812 -2.089 -4.097 0.00
C 1.223 -2.285 -2.857 0.00
O 1.484 -3.341 -2.031 0.00
C 2.362 -4.353 -2.481 0.00
H 0.598 -6.474 -4.551 0.00
H -0.984 -6.527 -5.363 0.00
H -0.665 -7.558 -3.937 0.00
H -3.009 -7.116 -4.183 0.00
H -5.249 -6.785 -3.271 0.00
H -5.705 -4.922 -1.726 0.00
H -3.923 -3.337 -1.137 0.00
H -0.664 -3.524 -2.792 0.00
H -2.179 -3.868 0.179 0.00
H -2.593 1.181 1.895 0.01
H -4.518 0.312 3.090 0.00
H -5.010 -2.095 3.117 0.00
H -4.493 -5.618 2.283 0.00
H -5.550 -4.185 2.351 0.00
H -4.262 -4.403 3.570 0.00
H -0.797 0.443 -2.826 0.00
H 0.279 0.774 -5.024 0.00
H 1.959 -0.852 -5.823 0.00
H 2.535 -2.794 -4.472 0.00
H 2.330 -5.131 -1.722 0.00
H 3.388 -3.989 -2.578 0.00
H 2.026 -4.770 -3.432 0.00
C 4.109 -0.471 -2.115 0.00
C 2.874 0.171 -1.547 0.02
O 2.249 -0.341 -0.621 0.04
N 2.520 1.324 -2.128 0.00
C 1.514 2.189 -1.539 0.02
C 2.121 2.838 -0.325 0.00
C 2.693 4.100 -0.399 0.00
C 3.339 4.602 0.719 0.00
C 3.379 3.823 1.867 0.01
C 2.768 2.578 1.841 0.02
N 2.165 2.089 0.771 0.04
H 4.130 -1.522 -1.847 0.00
H 4.985 0.016 -1.683 0.00
H 4.142 -0.360 -3.196 0.00
H 3.126 1.720 -2.830 0.00
H 0.651 1.585 -1.218 0.11
H 1.182 2.922 -2.269 -0.01
H 2.628 4.668 -1.315 0.00
H 3.806 5.575 0.689 0.00
H 3.867 4.178 2.760 0.00
H 2.766 1.951 2.724 0.00
N 2.966 -2.210 2.758 0.01
C 2.747 -3.200 1.847 0.00
C 1.696 -2.788 1.086 0.02
N 1.286 -1.563 1.532 0.04
C 2.081 -1.236 2.542 0.04
H 3.657 -2.223 3.494 0.00
H 3.340 -4.090 1.797 0.00
H 1.238 -3.270 0.246 0.00
H 2.033 -0.330 3.113 0.01
O -0.204 -0.513 3.925 0.01
C -0.326 0.602 3.465 -0.02
N -0.761 1.713 4.092 0.01
C -0.782 2.882 3.237 -0.04
C -0.426 2.213 1.914 -0.14
O -0.525 2.617 0.759 0.03
N -0.032 0.947 2.148 0.26
C 0.243 3.930 3.678 0.01
C 0.739 3.917 4.976 0.00
C 1.546 4.947 5.427 0.00
C 1.862 6.004 4.591 0.00
C 1.392 6.006 3.289 0.00
C 0.594 4.973 2.832 0.00
C -2.122 3.606 3.205 0.00
C -2.435 4.430 2.129 0.00
C -3.578 5.207 2.150 0.00
C -4.428 5.166 3.243 0.00
C -4.137 4.323 4.305 0.00
C -2.987 3.553 4.293 0.00
H -1.064 1.700 5.051 0.00
H 0.507 3.104 5.646 0.00
H 1.905 4.925 6.445 0.00
H 2.480 6.810 4.952 0.00
H 1.630 6.823 2.627 0.00
H 0.240 4.990 1.815 0.00
H -1.789 4.457 1.267 0.00
H -3.797 5.851 1.312 0.00
H -5.308 5.789 3.266 0.00
H -4.801 4.276 5.155 0.00
H -2.772 2.925 5.143 0.00
```

LUMO energy (alpha / beta) = -6.24 / -6.50 eV
charge = +2
highest occupied orbital energy (alpha / beta) = -0.4603 / -0.4591 Eh
spin multiplicity = 4
max |F| = 1.77 eV Å⁻¹
orbital gap (alpha / beta) = 6.29 / 5.99 eV



A molecular structure, C48H48B2Br2Cl2F6N2O15PS, computed with the ωB97M-V functional and the def2-TZVPD basis.

Geometry as XYZ:
```
127
Properties=species:S:1:pos:R:3:mulliken_charge:R:1
C 3.600 0.739 0.815 -0.86
O 2.602 -0.018 0.148 -0.30
C 2.363 0.381 -1.186 -0.44
C 1.225 1.402 -1.258 -0.52
C -0.096 0.729 -1.610 -2.22
N -1.344 0.842 -0.713 1.80
P -2.515 -0.038 -1.837 1.03
N -3.107 0.696 -3.049 -0.78
O -1.636 -1.279 -2.238 -0.47
O -3.640 -0.672 -0.953 -0.32
C -1.760 2.348 -0.581 1.07
C -1.090 3.352 -1.542 -2.43
C -1.036 3.365 -3.087 -1.63
C -1.971 4.372 -3.791 -0.84
S -3.246 3.605 -4.833 -0.20
B -3.376 2.540 -0.620 0.72
O -3.956 3.341 -1.548 -0.49
O -4.093 1.781 0.257 0.15
C -1.523 2.931 0.860 -1.31
Br -2.713 4.511 1.125 0.01
Br 0.273 3.717 1.211 0.01
O -1.831 2.152 1.914 -0.06
C -1.887 0.721 1.970 1.91
B -0.928 0.445 3.309 0.36
C -0.054 1.549 3.957 -0.59
O -1.059 -0.785 3.892 -0.77
C -3.267 0.498 2.720 -1.69
O -3.236 1.132 3.747 -0.43
C -4.631 -0.258 2.637 0.77
F -5.172 -0.485 1.428 -0.32
F -4.403 -1.476 3.194 -0.30
C -5.768 0.376 3.520 0.08
F -5.491 0.288 4.811 -0.27
F -6.823 -0.480 3.299 -0.36
C -6.302 1.786 3.128 1.31
F -5.302 2.616 2.809 -0.22
F -6.932 2.291 4.215 -0.34
C -7.359 1.782 1.987 0.07
O -7.132 2.337 0.950 -0.43
O -8.532 1.238 2.313 -0.48
C -1.150 0.087 0.722 -0.62
O 0.141 0.537 1.097 0.46
C -1.014 -1.478 0.813 -0.34
Cl 0.269 -2.184 -0.221 -0.34
C -2.216 -2.454 0.942 0.82
C -2.433 -3.529 -0.106 -1.60
Cl -1.969 -3.355 2.479 -0.13
H 3.475 1.807 0.638 0.36
H 4.589 0.440 0.478 0.33
H 3.514 0.565 1.876 0.27
H 2.163 -0.506 -1.782 -0.46
H 3.260 0.835 -1.605 0.60
H 1.478 2.133 -2.022 0.70
H 1.231 1.949 -0.332 -0.30
H -0.412 1.020 -2.603 0.83
H 0.122 -0.311 -1.773 1.27
H -2.929 1.683 -3.187 -0.23
H -2.201 -1.851 -2.779 0.57
H -4.459 -0.683 -1.467 0.44
H -0.073 3.513 -1.220 0.78
H -1.546 4.304 -1.287 0.84
H -0.037 3.701 -3.354 0.44
H -1.131 2.421 -3.612 0.88
H -2.449 5.029 -3.076 0.28
H -1.398 4.984 -4.475 0.47
H -4.338 3.991 -4.181 0.12
H -4.754 3.748 -1.192 0.23
H -4.889 1.443 -0.163 0.19
H 0.834 1.699 3.344 -0.02
H -0.530 2.520 4.039 0.28
H 0.285 1.247 4.942 0.45
H -0.249 -1.303 3.898 0.36
H -8.539 0.298 2.092 0.38
H 0.878 -0.027 0.778 0.23
H -0.503 -1.610 1.752 1.44
H -3.147 -1.931 1.052 -0.56
H -2.879 -3.154 -1.016 0.22
H -1.566 -4.150 -0.283 0.45
H -3.186 -4.195 0.306 0.53
C 8.787 -0.267 5.661 -0.49
C 8.440 -0.123 4.323 -0.58
C 7.264 0.518 3.976 -0.51
C 6.424 1.011 4.967 0.20
C 6.766 0.849 6.312 0.25
C 7.953 0.217 6.654 -0.59
C 5.866 1.331 7.401 0.52
O 6.162 1.197 8.566 -0.65
C 4.582 1.981 7.003 0.39
C 3.701 2.395 7.992 -0.63
C 2.511 3.010 7.644 -0.54
C 2.201 3.222 6.305 -0.62
C 3.073 2.808 5.316 -0.75
C 4.262 2.179 5.658 0.31
C 5.172 1.713 4.574 0.52
O 4.893 1.896 3.405 -0.67
H 9.711 -0.762 5.929 0.40
H 9.090 -0.511 3.551 0.41
H 6.988 0.641 2.939 0.49
H 8.211 0.106 7.697 0.49
H 3.956 2.229 9.029 0.50
H 1.824 3.328 8.416 0.42
H 1.273 3.709 6.036 0.46
H 2.835 2.971 4.274 0.67
C 0.507 -5.980 -10.265 -0.50
C -0.652 -6.466 -9.670 -0.51
C -0.964 -6.117 -8.368 -0.52
C -0.113 -5.288 -7.651 0.17
C 1.063 -4.814 -8.243 0.12
C 1.363 -5.157 -9.554 -0.53
C 2.016 -3.955 -7.487 0.60
O 3.031 -3.533 -7.993 -0.65
C 1.682 -3.628 -6.066 0.23
C 2.575 -2.871 -5.319 -0.86
C 2.277 -2.547 -4.007 -0.79
C 1.081 -2.975 -3.437 0.73
C 0.194 -3.735 -4.177 -0.82
C 0.491 -4.069 -5.490 0.14
C -0.476 -4.911 -6.258 0.49
O -1.517 -5.268 -5.750 -0.67
H 0.744 -6.249 -11.285 0.41
H -1.313 -7.117 -10.225 0.41
H -1.865 -6.485 -7.898 0.48
H 2.268 -4.778 -10.006 0.48
H 3.499 -2.544 -5.775 0.51
H 2.981 -1.964 -3.428 0.47
H 0.825 -2.723 -2.414 0.10
H -0.735 -4.081 -3.744 0.67
```

LUMO energy = -2.75 eV
charge = +1
highest occupied orbital energy = -0.4178 Eh
spin multiplicity = 1
max |F| = 2.31 eV Å⁻¹
orbital gap = 8.62 eV



A molecular structure, C48H48Br2HfN5O5S, computed with the ωB97M-V functional and the def2-TZVPD basis.

Geometry as XYZ:
```
110
Properties=species:S:1:pos:R:3:mulliken_charge:R:1
Hf 1.268 0.532 0.254 -1.46
O 3.554 0.696 3.633 -0.67
C 2.786 0.836 2.724 0.18
O 2.745 0.109 1.610 -0.90
C 1.659 1.931 2.760 0.31
O 1.421 2.575 3.745 -0.68
O 1.005 2.026 1.598 1.08
Br 5.132 2.889 -1.996 -0.18
C 4.871 1.037 -1.799 0.10
C 5.917 0.155 -2.141 -0.27
C 5.759 -1.189 -2.016 -0.06
Br 7.200 -2.333 -2.487 -0.25
C 4.533 -1.733 -1.557 0.94
C 4.245 -3.113 -1.443 -1.06
C 3.005 -3.530 -1.062 -2.19
C 2.026 -2.567 -0.751 0.26
N 2.271 -1.281 -0.801 1.15
C 3.501 -0.843 -1.213 -0.05
C 3.666 0.586 -1.312 0.00
O 2.675 1.379 -0.980 -0.53
H 6.849 0.564 -2.506 0.45
H 5.020 -3.831 -1.677 0.35
H 2.760 -4.579 -0.984 0.45
H 1.027 -2.857 -0.447 0.89
C 2.671 -3.022 2.971 -1.97
C 1.302 -2.768 2.343 2.34
C 0.625 -4.073 1.923 -1.50
C 0.370 -1.953 3.216 1.24
C 0.280 -2.285 4.559 -0.67
C -0.565 -1.594 5.405 -1.50
C -1.329 -0.577 4.877 -1.11
C -1.310 -0.219 3.526 1.09
C -2.290 0.937 3.259 0.57
C -2.238 1.720 1.961 -1.02
C -3.744 0.495 3.490 -1.60
C -0.429 -0.920 2.668 -0.98
N -0.248 -0.624 1.280 1.27
C -1.313 -0.788 0.393 0.85
C -1.330 -0.192 -0.840 0.63
N -0.268 0.645 -1.279 0.80
C -0.333 1.037 -2.651 0.01
C -0.609 2.358 -3.042 0.78
C -0.617 2.670 -4.401 -1.25
C -0.377 1.722 -5.380 -1.57
C -0.116 0.424 -4.987 -0.65
C -0.091 0.070 -3.641 0.71
C 0.231 -1.376 -3.306 2.81
C -0.808 -2.365 -3.842 -1.67
C 1.620 -1.755 -3.831 -1.58
C -0.923 3.508 -2.101 0.66
C -2.138 3.231 -1.227 -1.91
C 0.280 3.968 -1.280 -1.29
C -2.642 -0.463 -1.472 -0.18
C -3.302 -0.075 -2.606 0.67
C -4.617 -0.581 -2.847 -1.21
C -5.249 -1.444 -1.995 -1.06
C -4.589 -1.849 -0.796 1.12
C -5.095 -2.723 0.212 -1.02
C -4.331 -3.003 1.314 -1.24
C -3.038 -2.432 1.515 0.28
C -2.544 -1.583 0.566 0.10
C -3.331 -1.332 -0.584 -0.58
H 3.337 -3.467 2.227 0.37
H 2.611 -3.718 3.812 0.48
H 3.127 -2.097 3.318 0.30
H 1.471 -2.178 1.449 -1.51
H 0.425 -4.700 2.796 0.37
H 1.263 -4.646 1.243 0.36
H -0.329 -3.883 1.425 0.30
H 0.895 -3.087 4.948 0.28
H -0.613 -1.828 6.460 0.37
H -1.968 -0.005 5.540 0.49
H -2.047 1.651 4.054 0.71
H -2.766 1.209 1.157 0.31
H -1.221 1.924 1.635 -0.53
H -2.739 2.679 2.113 0.63
H -4.086 -0.132 2.667 0.24
H -4.392 1.375 3.528 0.41
H -3.873 -0.063 4.417 0.46
H -0.830 3.693 -4.688 0.41
H -0.386 1.995 -6.428 0.37
H 0.075 -0.335 -5.735 0.36
H 0.234 -1.461 -2.218 -1.78
H -0.929 -2.254 -4.922 0.33
H -1.783 -2.223 -3.377 0.21
H -0.485 -3.390 -3.647 0.47
H 1.611 -1.857 -4.918 0.50
H 1.944 -2.714 -3.419 0.34
H 2.367 -1.000 -3.578 0.25
H -1.185 4.342 -2.759 0.68
H -1.917 2.473 -0.487 0.37
H -2.985 2.878 -1.820 0.42
H -2.441 4.142 -0.705 0.56
H 0.656 3.184 -0.616 -0.16
H 0.017 4.820 -0.650 0.56
H 1.113 4.265 -1.919 0.33
H -2.855 0.591 -3.333 0.55
H -5.123 -0.269 -3.753 0.44
H -6.242 -1.813 -2.221 0.40
H -6.080 -3.160 0.104 0.39
H -4.723 -3.667 2.075 0.43
H -2.487 -2.664 2.418 0.53
N 1.767 6.672 2.860 -0.48
C 1.645 5.574 2.056 0.37
N 0.431 4.979 2.069 -0.27
S 2.895 5.031 1.100 -0.36
H 1.161 6.763 3.659 0.20
H 2.714 6.992 2.978 0.24
H -0.151 5.103 2.882 0.28
H 0.418 4.037 1.685 -0.20
```

LUMO energy = 1.51 eV
charge = -1
highest occupied orbital energy = -0.1454 Eh
spin multiplicity = 1
energy above the lowest of the compared OMol25 structures with the same formula, charge and spin = 0.0 kcal per mole
max |F| = 1.36 eV Å⁻¹
orbital gap = 5.46 eV